A cluster of 2 separate species, CH5ClNP in total in a non-equilibrium geometry, computed with ωB97M-V/def2-TZVPD.

Results
- Gap between HOMO and LUMO (alpha / beta): 0.2792 / 0.3227 hartree
- 2S+1: 1
- Energy relative to the best compared isomer or geometry (same formula, charge and spin): 99.7 kcal per mole
- E_HOMO (alpha / beta): -8.1 / -9.6 eV

Element x y z (Å)
C 0.3363 0.1580 1.2031
N -0.8632 -0.2104 0.4653
P -0.4530 -0.0139 -2.8740
Cl 1.4290 -0.6485 -2.5891
H 0.2084 1.1418 1.7409
H 0.5488 -0.7496 1.9154
H 1.0499 0.2600 0.4801
H -1.5334 -0.2127 1.2399
H -0.7227 0.2754 -1.5816

Cartesian forces, eV/Å:
-1.8 -1.1 1.7
-0.1 0.3 1.6
-0.6 0.0 -1.9
0.8 -0.3 0.2
0.1 -1.1 -0.1
0.0 1.9 -0.9
2.5 0.2 -1.4
-0.7 -0.2 -0.4
-0.2 0.3 1.3